Here is C14H8F5HfN3S3Se2Te2 as an isolated structure from the OMol25 dataset. Energies are from ωB97M-V/def2-TZVPD.

Structure (XYZ):
```
38
Properties=species:S:1:pos:R:3:nbo_charge:R:1
Hf 0.220 -0.106 1.305 1.175
C -3.327 -2.497 -2.193 -0.747
S -3.985 -1.029 -1.379 0.303
C -2.615 -0.515 -0.386 -0.037
S -1.614 -1.715 0.339 -0.195
N -2.558 0.772 -0.259 -0.377
N -1.515 1.197 0.552 -0.328
C -1.484 2.463 0.723 0.098
C -0.420 3.027 1.538 0.166
C -0.389 4.373 1.851 -0.211
C 0.609 4.835 2.696 -0.131
C 1.532 3.935 3.189 -0.244
C 1.456 2.604 2.806 0.096
N 0.500 2.148 1.991 -0.532
H -4.142 -2.873 -2.810 0.234
H -3.042 -3.260 -1.475 0.235
H -2.483 -2.238 -2.829 0.226
H -2.252 3.088 0.281 0.222
H -1.141 5.035 1.448 0.234
H 0.659 5.882 2.964 0.231
H 2.323 4.243 3.858 0.236
H 2.176 1.875 3.143 0.248
Se 2.868 -0.138 1.594 -0.439
Te 2.091 -1.947 3.147 0.259
Te 0.728 -0.472 4.956 0.157
Se -1.299 -0.158 3.503 -0.438
F 2.024 -4.784 -3.760 -0.284
C 1.739 -3.624 -3.170 0.256
C 1.625 -3.547 -1.794 0.281
F 1.800 -4.636 -1.044 -0.285
C 1.326 -2.333 -1.209 0.305
F 1.227 -2.320 0.145 -0.299
C 1.129 -1.162 -1.924 -0.244
S 0.698 0.390 -1.225 -0.213
C 1.253 -1.279 -3.307 0.314
F 1.075 -0.211 -4.087 -0.291
C 1.552 -2.479 -3.926 0.311
F 1.658 -2.542 -5.253 -0.292
```

Results
DFT total energy: -7783.524700 Eh
HOMO-LUMO gap: 6.2 eV
Multiplicity: 1

=====

Here is a 2-piece molecular cluster, C4H5NO overall at a distorted geometry from the OMol25 dataset. Energies are from ωB97M-V/def2-TZVPD.

Structure (XYZ):
```
11
Properties=species:S:1:pos:R:3:nbo_charge:R:1
C 0.506 1.777 0.585 -0.611
C -0.599 -0.012 0.291 0.714
C 0.489 0.414 -0.261 -0.539
N 0.364 -2.341 -1.420 -0.325
C -0.656 -2.684 -1.005 0.084
O -1.635 -0.396 0.671 -0.511
H 0.990 1.691 1.565 0.203
H 1.125 2.404 -0.029 0.225
H -0.408 2.382 0.760 0.231
H 1.429 -0.099 -0.485 0.286
H -1.606 -2.992 -0.613 0.243
```

Results
DFT total energy: -285.316585 Eh
HOMO-LUMO gap: 9.9 eV
SMILES: CC=C=O.C#N
Multiplicity: 1

=====

Here is C28H83F2N8O14PbS2 as an isolated structure at a distorted geometry from the OMol25 dataset. Energies are from ωB97M-V/def2-TZVPD.

Structure (XYZ):
```
138
Properties=species:S:1:pos:R:3:mulliken_charge:R:1
Pb -3.028 2.443 0.266 1.515
N -0.991 1.026 -0.204 0.127
S 0.446 1.637 -0.600 0.512
O 0.754 1.626 -1.979 -0.505
O 1.444 1.498 0.395 -0.260
F 0.000 3.176 -0.348 -0.223
S -0.871 -0.516 -0.749 0.398
O 0.348 -1.154 -0.448 -0.511
O -1.527 -0.751 -1.977 -0.799
F -1.851 -1.147 0.296 -0.206
O -4.770 -1.326 -1.756 -0.569
H -4.072 -1.924 -2.106 0.365
H -5.583 -1.693 -2.114 0.258
O -1.317 2.603 2.330 -0.301
H -0.742 1.930 1.938 0.158
H -1.221 2.450 3.289 0.221
O -3.409 -2.120 2.583 -0.617
H -3.195 -2.779 1.913 0.293
H -2.570 -1.980 3.041 0.265
C 2.449 -3.425 2.482 -0.819
C 1.522 -4.323 1.694 0.928
C 1.023 -5.500 2.494 -1.115
O 0.194 -6.300 1.671 -0.239
C -0.300 -7.426 2.356 -0.810
N 0.364 -3.510 1.297 -0.265
H 1.938 -2.838 3.245 -0.030
H 2.864 -2.691 1.786 -0.216
H 3.303 -3.930 2.938 0.625
H 2.057 -4.751 0.834 0.205
H 0.442 -5.174 3.372 0.331
H 1.910 -6.030 2.876 0.448
H -1.126 -7.149 3.017 0.303
H 0.514 -7.912 2.905 0.321
H -0.648 -8.162 1.632 0.238
H -0.245 -4.119 0.752 0.288
H 0.643 -2.774 0.656 0.089
C -3.385 1.350 -4.491 -1.723
C -2.886 1.860 -3.146 1.626
C -2.495 3.328 -3.207 -1.214
O -2.227 3.754 -1.884 0.009
C -1.762 5.086 -1.803 -0.917
N -3.879 1.661 -2.068 -0.248
H -3.890 0.390 -4.347 0.326
H -2.577 1.195 -5.203 0.399
H -4.169 2.002 -4.887 0.414
H -1.950 1.367 -2.877 -0.756
H -3.308 3.955 -3.606 0.440
H -1.621 3.447 -3.854 0.452
H -0.901 5.234 -2.462 0.265
H -1.415 5.277 -0.789 0.228
H -2.545 5.798 -2.080 0.324
H -4.719 2.215 -2.255 0.307
H -4.266 0.710 -2.127 0.112
C -2.777 -2.432 -5.456 -1.299
C -2.336 -3.456 -4.428 0.175
C -0.839 -3.637 -4.468 -0.503
O -0.477 -4.585 -3.494 -0.309
C 0.896 -4.573 -3.175 -0.534
N -2.788 -3.055 -3.080 -0.398
H -2.233 -1.492 -5.274 0.110
H -3.829 -2.172 -5.336 0.313
H -2.557 -2.716 -6.482 0.490
H -2.801 -4.416 -4.674 0.371
H -0.319 -2.692 -4.243 0.195
H -0.507 -3.982 -5.459 0.400
H 1.052 -4.997 -2.184 0.117
H 1.279 -3.546 -3.155 0.254
H 1.439 -5.177 -3.909 0.311
H -2.423 -3.739 -2.419 0.263
H -2.266 -2.213 -2.848 0.204
C 1.551 1.784 3.838 -1.340
C 0.393 1.240 4.671 0.692
C 0.907 0.308 5.746 -1.165
O 1.322 -0.894 5.177 -0.130
C 1.851 -1.771 6.147 -0.838
N -0.309 2.401 5.263 -0.620
H 1.253 2.500 3.075 0.326
H 2.078 0.977 3.329 0.284
H 2.238 2.261 4.542 0.419
H -0.377 0.754 4.063 0.147
H 0.101 0.139 6.480 0.412
H 1.717 0.807 6.303 0.398
H 2.122 -2.710 5.676 0.196
H 1.118 -1.956 6.945 0.339
H 2.745 -1.366 6.640 0.337
H -1.124 2.136 5.810 0.231
H 0.298 2.846 5.949 0.280
C 4.239 -0.487 -1.328 -1.157
C 4.811 -1.388 -0.225 1.019
C 6.277 -1.636 -0.432 -0.976
O 6.474 -2.464 -1.553 -0.296
C 7.818 -2.481 -1.974 -0.755
N 4.634 -0.828 1.131 -0.629
H 3.190 -0.238 -1.168 0.066
H 4.359 -0.950 -2.307 0.464
H 4.826 0.438 -1.272 0.211
H 4.274 -2.343 -0.284 0.097
H 6.724 -2.044 0.486 0.425
H 6.783 -0.669 -0.613 0.312
H 8.428 -3.056 -1.271 0.288
H 8.202 -1.458 -2.072 0.332
H 7.860 -2.919 -2.969 0.242
H 3.733 -0.357 1.195 0.037
H 5.280 -0.038 1.196 0.336
C 4.913 4.026 -2.412 -1.461
C 3.464 4.275 -2.730 0.727
C 2.686 4.909 -1.591 -0.134
O 3.277 6.157 -1.255 -0.405
C 2.767 6.673 -0.060 -0.634
N 3.397 5.050 -4.003 -0.798
H 5.072 3.359 -1.561 0.292
H 5.432 4.959 -2.191 0.333
H 5.390 3.550 -3.269 0.408
H 2.897 3.360 -2.949 0.113
H 2.603 4.199 -0.757 0.272
H 1.661 5.194 -1.890 -0.053
H 1.674 6.532 -0.003 0.178
H 2.920 7.745 0.053 0.288
H 3.218 6.164 0.801 0.272
H 2.463 5.465 -4.056 0.254
H 3.917 5.917 -3.833 0.343
C -6.425 -0.419 1.360 -1.549
C -5.424 0.734 1.253 0.317
C -5.295 1.342 2.623 -0.839
O -4.527 2.541 2.488 -0.109
C -4.512 3.328 3.656 -0.994
N -4.076 0.222 0.834 0.472
H -7.410 -0.068 1.664 0.478
H -6.075 -1.161 2.081 0.335
H -6.522 -0.910 0.391 0.337
H -5.848 1.471 0.563 0.216
H -4.808 0.694 3.358 0.405
H -6.285 1.631 2.996 0.457
H -4.338 2.740 4.565 0.360
H -5.452 3.875 3.784 0.312
H -3.696 4.050 3.602 0.283
H -4.332 -0.451 0.095 0.052
H -3.792 -0.425 1.592 -0.123
```

Results
Total charge: +1
DFT total energy: -3796.735739 Eh
HOMO-LUMO gap: 8.0 eV
Multiplicity: 1

=====

Energy relative to the best compared isomer or geometry (same formula, charge and spin)
In order: 0.0; 61.5; 0.0
Unit: kcal per mole